# 1
CNa10O7S | ωB97M-V/def2-TZVPD

Results
HOMO level	-23.45	eV
gap between HOMO and LUMO	0.0744	hartree
total energy	-70295.0889	eV

```
! RIJCOSX wB97M-V def2-TZVPD def2/J DEFGRID3
* xyz 6 1
Na -0.05910 -4.19686 -0.51164
Na -0.67766 -0.25574 -1.88684
Na 0.94332 1.38937 2.74658
Na 1.98980 -2.23886 -2.70206
Na 1.68817 -2.02588 3.31270
Na -2.30643 -0.00128 1.47768
Na 3.27760 0.88641 -0.48763
Na -0.30937 2.58805 -0.29920
Na 4.06863 -0.03838 2.44320
Na 3.14839 -3.10099 0.30296
C 1.05064 -0.65913 0.48343
O 0.14066 0.22299 0.61081
O 2.08484 -0.72679 1.31069
O 1.03421 -1.57204 -0.46332
S -3.21671 1.97517 -1.25825
O -2.47972 0.77204 -0.68335
O -2.40964 3.16465 -0.99505
O -3.40575 1.72420 -2.69022
O -4.56190 2.09306 -0.71050
*
```



# 2
C3H5NO2 | ωB97M-V/def2-TZVPD

Results
HOMO level	-10.08	eV
gap between HOMO and LUMO	0.4036	hartree
total energy	-8775.8840	eV

```
! RIJCOSX wB97M-V def2-TZVPD def2/J DEFGRID3
* xyz 0 1
C -1.36186 0.32075 -0.45267
C -0.27356 -0.70976 -0.38758
O -0.20363 -1.75806 -0.93216
O 0.20212 -0.72001 1.31488
C 1.24199 -0.03943 1.02083
N 1.30015 0.24057 -0.23724
H -2.29286 -0.14335 -0.11575
H -1.14177 1.19032 0.16436
H -1.48447 0.61931 -1.49661
H 1.95456 0.25138 1.79576
H 2.05932 0.74829 -0.67382
*
```



# 3
C11H18AsN3O4SSeSr | ωB97M-V/def2-TZVPD

Results
HOMO level	-8.53	eV
gap between HOMO and LUMO	0.2474	hartree
total energy	-162216.4712	eV

```
! RIJCOSX wB97M-V def2-TZVPD def2/J DEFGRID3
* xyz 0 1
Sr 1.25324 0.45627 0.74407
O 3.05510 -0.58227 -0.56165
S 2.76068 -1.85355 0.22497
O 3.72878 -2.89031 0.02094
O 1.35635 -2.21737 -0.11872
O 2.70830 -1.33640 1.65642
C -2.99516 -2.60046 -1.75151
C -1.71513 -1.82426 -1.47168
As -1.77360 -0.65648 0.09384
C -3.52858 0.19449 -0.06656
C -3.76910 1.20293 1.05003
C -2.07374 -1.95483 1.53562
C -0.88622 -1.98604 2.49478
H -2.82723 -3.34609 -2.52996
H -3.79831 -1.94482 -2.09096
H -3.35237 -3.13197 -0.86786
H -1.44373 -1.19936 -2.32488
H -0.85892 -2.47700 -1.28946
H -4.29532 -0.58250 -0.06184
H -3.56874 0.67550 -1.04607
H -3.68075 0.73688 2.03389
H -4.76815 1.63597 0.98424
H -3.04923 2.02239 1.00570
H -2.22100 -2.93276 1.07715
H -3.00060 -1.69185 2.04936
H 0.04076 -2.23012 1.96942
H -1.02638 -2.73155 3.27884
H -0.76629 -1.01985 2.99833
Se 4.51176 1.23655 1.75576
N 5.19871 1.85003 0.27619
C 4.24628 2.56100 -0.32273
C 4.29142 3.03851 -1.65658
C 3.13701 3.52649 -2.18559
C 1.93943 3.49819 -1.42240
N 1.85034 3.09374 -0.17918
C 3.00949 2.67426 0.39889
N 2.99890 2.14466 1.62154
H 5.20934 2.96452 -2.22301
H 3.09269 3.87529 -3.20738
H 1.01000 3.80216 -1.89195
*
```



# 4
C51H80BBr2F18N3O15P | ωB97M-V/def2-TZVPD

Results
HOMO level	-11.16	eV
gap between HOMO and LUMO	0.2501	hartree
total energy	-288310.1871	eV

```
! RIJCOSX wB97M-V def2-TZVPD def2/J DEFGRID3
* xyz 1 1
C 7.85548 -0.44324 0.72465
C 7.00737 0.98681 0.90482
O 6.56878 1.01400 2.30885
C 5.15613 1.43329 2.43911
C 4.14118 0.24276 2.95309
C 4.09869 -1.08423 1.98813
C 2.53910 -1.49818 1.55917
C 2.22224 -1.15019 -0.04121
C 0.89735 -0.16109 -0.16374
C 1.02235 1.18937 -1.06371
P 2.63994 1.72365 -2.00581
C 2.33847 3.31691 -3.01467
C 0.99623 3.29334 -3.95951
C 3.09354 0.22340 -3.09697
C 3.25654 0.55059 -4.69645
N -0.14284 2.10021 -1.15557
N -1.26650 1.77589 -0.47645
C -2.38901 2.83491 -0.61562
Br -3.93936 2.68731 -1.87136
C -2.28980 4.07034 0.21774
C -3.33236 5.33869 0.20081
Br -0.70242 4.26173 1.48509
C -1.66928 0.61694 0.38174
B -3.15168 0.49893 1.09410
O -3.31103 1.18511 2.42096
N -4.35089 -0.26285 0.56395
C -5.59968 0.58799 0.62776
C -4.11486 -0.86919 -0.80040
C -0.49572 -0.55352 0.61284
O -0.71332 -1.77952 1.42303
C -0.55604 -2.99806 0.60788
C -1.47896 -4.26911 1.07700
C -2.74902 -4.49575 0.01881
C -0.53705 -5.61088 1.14214
C -0.03958 -6.18166 -0.31190
C 0.33708 -7.79417 -0.09276
C 1.35394 -5.48311 -0.87363
H 7.88687 -1.03870 1.75643
H 8.96145 -0.24154 0.38852
H 7.37284 -1.14827 -0.07576
H 7.68787 1.92421 0.62299
H 6.12016 0.92322 0.13922
H 4.73677 1.97041 1.45952
H 5.14665 2.26223 3.29640
H 3.06023 0.67467 3.11863
H 4.52162 -0.11590 4.02262
H 4.60180 -2.00973 2.54900
H 4.77394 -0.86057 1.05835
H 2.46080 -2.66558 1.75919
H 1.78143 -0.92677 2.28148
H 1.96912 -2.16306 -0.58427
H 3.21219 -0.65839 -0.45037
H 3.25296 3.54101 -3.74824
H 2.31299 4.25602 -2.27928
H 1.28378 3.66244 -5.03226
H 0.12128 3.95826 -3.49754
H 0.62572 2.17601 -4.03643
H 4.11192 -0.20476 -2.68057
H 2.25021 -0.58090 -2.97937
H 2.37993 1.18544 -5.15361
H 3.26695 -0.50210 -5.25210
H 4.32096 1.06695 -4.82877
H -4.01170 5.40558 -0.75672
H -4.02546 5.35822 1.14464
H -2.65441 6.32112 0.17714
H -3.71517 2.08474 2.24251
H -5.36251 1.74505 0.79099
H -6.17529 0.25773 1.62000
H -6.32598 0.47826 -0.28312
H -3.51035 -0.20178 -1.54729
H -3.60440 -1.93273 -0.75240
H -5.17443 -1.05646 -1.31743
H 0.57852 -3.33941 0.74961
H -0.74581 -2.82362 -0.55335
H -1.97839 -4.09770 2.12903
H -3.69403 -3.85842 0.28824
H -2.32960 -4.26692 -1.07113
H -3.01125 -5.64529 0.02067
H -1.19824 -6.47173 1.63914
H 0.36841 -5.39362 1.88443
H -0.84691 -6.16342 -1.15892
H -0.63149 -8.44710 0.06193
H 0.89682 -8.15267 -1.07832
H 1.10779 -7.94582 0.78366
H 1.06867 -4.55176 -1.53521
H 1.99959 -5.10782 0.03677
H 2.01971 -6.24703 -1.50443
C -4.01879 -13.11944 0.99509
C -4.04335 -12.44341 -0.36297
O -2.74076 -11.94305 -0.69894
C -1.86365 -12.85029 -1.23566
O -2.13592 -14.03227 -1.42895
C -0.54141 -12.17402 -1.59429
F -0.09441 -11.33620 -0.61442
F -0.64247 -11.41606 -2.72376
F 0.46770 -13.06133 -1.82070
H -3.61889 -12.44087 1.75567
H -5.02449 -13.43056 1.29114
H -3.37182 -14.00205 0.98470
H -4.71646 -11.58059 -0.33050
H -4.41898 -13.11543 -1.14297
C 8.62298 -0.81576 4.38225
C 7.64501 -1.97567 4.37028
O 8.12289 -3.04455 5.20040
C 7.87105 -2.92715 6.54326
O 7.27892 -1.97629 7.04705
C 8.38388 -4.15336 7.29672
F 9.63237 -4.53348 6.89838
F 7.58071 -5.24062 7.11450
F 8.46089 -3.95876 8.64323
H 9.62490 -1.15409 4.09850
H 8.30365 -0.03272 3.68889
H 8.70601 -0.38015 5.38277
H 7.56276 -2.37494 3.35421
H 6.64028 -1.66120 4.67479
C -0.13882 6.15987 4.12369
C 0.06495 7.60009 3.69217
O 0.91289 8.28855 4.62329
C 2.26271 8.11304 4.45699
O 2.75766 7.41185 3.57839
C 3.04324 8.94111 5.47647
F 2.52468 8.85340 6.73555
F 3.05101 10.26822 5.16160
F 4.34949 8.56711 5.58001
H -0.51676 6.11545 5.15035
H -0.84814 5.65413 3.46265
H 0.80501 5.60614 4.10812
H -0.89731 8.12224 3.69268
H 0.46569 7.66484 2.67417
C -4.46948 11.36835 -1.38976
C -5.75052 11.00303 -0.66351
O -6.32917 9.81816 -1.23029
C -5.81452 8.62453 -0.79343
O -4.90771 8.53156 0.02975
C -6.55509 7.45183 -1.43422
F -6.75763 7.62360 -2.77265
F -7.78945 7.26294 -0.88549
F -5.89473 6.26721 -1.30199
H -4.64991 11.46064 -2.46575
H -4.06812 12.31413 -1.01522
H -3.70793 10.59310 -1.26045
H -6.48417 11.80596 -0.78853
H -5.58528 10.88285 0.41322
C 2.03104 6.73000 -5.06189
C 1.28974 6.88028 -3.74665
O 0.93914 8.25372 -3.52143
C -0.19999 8.69745 -4.14268
O -0.90437 7.99408 -4.86219
C -0.48202 10.15326 -3.77477
F 0.63463 10.93590 -3.82431
F -0.97506 10.27640 -2.50900
F -1.39348 10.74464 -4.59721
H 2.89876 7.39703 -5.09307
H 2.37081 5.69970 -5.19947
H 1.39178 7.00016 -5.90808
H 1.94337 6.57980 -2.92139
H 0.40336 6.23703 -3.70575
C -7.05254 -5.62692 -4.87523
C -6.74079 -5.17282 -3.46152
O -6.61841 -6.30348 -2.58595
C -5.40301 -6.93850 -2.58348
O -4.45073 -6.59455 -3.27877
C -5.39569 -8.08380 -1.57228
F -6.52794 -8.84333 -1.62705
F -5.30314 -7.63384 -0.28799
F -4.35497 -8.94545 -1.74935
H -7.94077 -6.26705 -4.88685
H -7.22643 -4.76745 -5.52864
H -6.22980 -6.21721 -5.29037
H -7.56796 -4.56466 -3.08137
H -5.84013 -4.54940 -3.42593
*
```



# 5
C4H13NO | ωB97M-V/def2-TZVPD

Results
HOMO level (spin up / spin down)	-13.74 / -13.74	eV
gap between HOMO and LUMO (spin up / spin down)	0.3924 / 0.2085	hartree
total energy	-7886.8437	eV

```
! RIJCOSX wB97M-V def2-TZVPD def2/J DEFGRID3
* xyz 1 2
C -0.76005 1.48766 0.23114
N -1.74373 0.56665 -0.37904
C -0.97912 -0.34445 -1.31569
C -1.93470 -1.14493 -2.22177
C 0.20574 0.76583 1.19661
H -0.13323 1.79540 -0.65726
H -1.22314 2.39890 0.73143
H -2.36695 0.07284 0.25349
H -0.37517 0.27660 -1.94735
H -0.49481 -1.04631 -0.58460
H -1.29969 -1.30777 -3.10447
H -2.11590 -2.09454 -1.72387
H -2.84354 -0.71790 -2.68750
H 0.02380 -0.29250 1.17842
H 0.23427 1.14864 2.25000
H 1.21970 0.82076 0.83412
H 5.41398 -0.47844 3.16514
H 4.46313 -0.86484 1.93740
O 4.70941 -1.04161 2.84379
*
```



# 6
C24H80N6O13 | ωB97M-V/def2-TZVPD

Results
HOMO level (spin up / spin down)	-10.20 / -10.20	eV
gap between HOMO and LUMO (spin up / spin down)	0.2525 / 0.0482	hartree
total energy	-61728.1186	eV

```
! RIJCOSX wB97M-V def2-TZVPD def2/J DEFGRID3
* xyz 1 2
O -1.03168 -0.48925 -4.42760
H -1.92591 -0.62721 -4.73994
H -0.97868 -0.99856 -3.61888
O 2.94593 1.53589 0.42006
H 2.74579 2.23016 1.04789
H 2.27713 0.86952 0.57785
O 3.57257 2.32642 -2.31935
H 4.50094 2.20900 -2.52079
H 3.48172 2.01783 -1.41782
O 0.81576 3.57972 -2.19729
H 1.23584 4.34755 -1.80973
H 1.48342 2.89499 -2.15713
O 3.09910 1.10799 -4.70210
H 3.76198 1.16034 -5.39064
H 3.50516 1.53078 -3.94540
O 0.60485 1.85873 -4.69115
H 0.08358 1.08961 -4.46104
H 1.50134 1.52991 -4.75768
O -1.70852 4.93008 -2.01761
H -0.93826 4.37264 -1.90716
H -1.81274 5.36576 -1.17171
C 1.97638 -5.48600 2.70484
C 1.27576 -5.57363 1.38193
C 1.96301 -5.06156 0.11188
O 2.57644 -3.80782 0.32131
C 3.20984 -3.35020 -0.92999
N 0.80233 -6.91592 1.29061
H 2.38584 -4.50031 2.92589
H 2.80986 -6.18596 2.64596
H 1.34063 -5.71880 3.55908
H 0.34716 -5.00321 1.40247
H 1.14261 -5.17897 -0.59611
H 2.67691 -5.82196 -0.20475
H 3.46463 -2.29429 -0.83927
H 2.58182 -3.49909 -1.80836
H 4.07226 -3.97474 -1.16297
H 0.16205 -7.07115 2.05614
H 0.16297 -7.19321 0.55956
C -2.92387 3.67288 3.88836
C -3.23164 3.56312 5.44095
C -2.12397 4.23104 6.32712
O -2.50173 4.01501 7.68106
C -1.49397 4.11493 8.53207
N -4.46186 4.20394 5.72856
H -2.80528 4.69956 3.54202
H -3.70232 3.22274 3.27233
H -2.11943 3.09776 3.42985
H -3.30870 2.49230 5.62936
H -2.04617 5.31234 6.21382
H -1.19263 3.72373 6.07545
H -0.74478 3.42939 8.13601
H -1.79194 3.67184 9.48232
H -1.11587 5.12659 8.67931
H -4.35521 5.20826 5.72075
H -4.53361 4.00235 6.71564
C -3.98573 2.74948 -1.19762
C -4.89356 3.25466 -2.36452
C -6.40182 3.08912 -2.05891
O -7.07606 3.79062 -3.09616
C -8.45422 3.95390 -2.86550
N -4.47308 4.64868 -2.63438
H -2.94692 2.62075 -1.50158
H -4.33313 1.81963 -0.74731
H -3.95466 3.49676 -0.40471
H -4.74547 2.64893 -3.25853
H -6.71072 3.43692 -1.07316
H -6.63501 2.02606 -1.99870
H -8.94603 3.00888 -3.09603
H -8.89343 4.80525 -3.38549
H -8.66838 4.19727 -1.82482
H -5.22894 5.04531 -3.17425
H -4.78371 5.09102 -1.78118
C 1.66930 -0.63866 -2.18553
C 0.59870 -1.29772 -1.31705
C -0.36954 -0.21823 -0.80631
O 0.12554 0.66667 0.27335
C -0.87525 1.61974 0.73666
N -0.12535 -2.29558 -2.12042
H 2.20443 -1.47670 -2.63210
H 2.32731 -0.01580 -1.57959
H 1.19102 0.06867 -2.86305
H 1.00083 -1.85948 -0.47395
H -1.33649 -0.65648 -0.55923
H -0.67188 0.34626 -1.68838
H -0.66088 2.64117 0.42228
H -0.93561 1.64468 1.82470
H -1.82421 1.31836 0.29310
H -0.42741 -2.99802 -1.46054
H 0.47616 -2.74794 -2.79396
C 0.38251 -2.04254 2.70042
C -0.71536 -2.00410 3.82198
C -2.12091 -1.49266 3.39236
O -3.19148 -1.71887 4.34090
C -3.21627 -0.80589 5.44577
N -0.79892 -3.42698 4.33632
H 0.42196 -1.08887 2.17406
H 0.61147 -2.94283 2.13020
H 1.34327 -2.07121 3.21444
H -0.32195 -1.43081 4.66143
H -2.38308 -1.96560 2.44595
H -2.06115 -0.44956 3.08175
H -2.47489 -0.72318 6.24051
H -4.20156 -0.96061 5.88551
H -3.16525 0.13275 4.89400
H -0.13278 -3.56779 5.08233
H -1.68354 -3.42448 4.82371
C 5.71846 -2.29893 -6.43591
C 6.03250 -1.65827 -5.01753
C 5.67834 -2.62935 -3.78599
O 6.43878 -3.88686 -3.98327
C 6.64110 -4.73596 -2.86580
N 7.50221 -1.32174 -4.81442
H 6.26826 -2.01655 -7.33373
H 4.67988 -2.27722 -6.76603
H 5.91942 -3.36839 -6.37276
H 5.38559 -0.78111 -5.00390
H 4.59813 -2.73523 -3.68586
H 5.98627 -2.24228 -2.81467
H 7.43978 -4.40404 -2.20245
H 6.88834 -5.74788 -3.18673
H 5.72596 -4.80079 -2.27723
H 7.79846 -0.72256 -5.57160
H 8.05331 -2.16654 -4.86638
*
```